Record 1
ORCA calculation (wB97M-V/def2-TZVPD) on a structure of composition C5H3N at a distorted geometry.

## Properties
relative energy (zero: lowest compared OMol25 entry of this formula, charge and spin) = 51.8 kcal/mol
HOMO = -9.1794 eV
E_LUMO = 0.183 eV
charge = 0

Positions of all 9 atoms, in Å:
N1 1.93332 2.01043 0.86314
C1 0.42043 0.08836 0.30204
C2 -0.44242 -0.97022 -0.03108
C3 1.60829 2.44990 1.92204
C4 -1.18959 -0.95073 -1.13210
C5 1.13947 1.01694 0.58778
H1 -0.45434 -1.79306 0.67428
H2 -1.14912 -0.10499 -1.79811
H3 -1.86603 -1.74662 -1.38799

Record 2
ORCA calculation (wB97M-V/def2-TZVPD) on a structure of composition C5H3N at a distorted geometry.

## Properties
relative energy (zero: lowest compared OMol25 entry of this formula, charge and spin) = 63.8 kcal/mol
HOMO = -10.0689 eV
E_LUMO = -0.443 eV
charge = 0

Positions of all 9 atoms, in Å:
N1 -0.77616 -0.35355 1.18173
C1 -0.45845 -1.26506 0.28627
C2 0.32923 -0.55986 -0.71833
C3 -0.09506 2.22422 0.86294
C4 0.41438 0.79114 -0.44369
C5 -0.34161 0.91103 0.90503
H1 0.68512 -1.16842 -1.58072
H2 1.02769 1.65827 -0.90767
H3 -0.78514 -2.23777 0.41444

Record 3
ORCA calculation (wB97M-V/def2-TZVPD) on a structure of composition C5H3N at a distorted geometry.

## Properties
relative energy (zero: lowest compared OMol25 entry of this formula, charge and spin) = 134.1 kcal/mol
HOMO (spin up / spin down) = -8.2716 / -8.1814 eV
E_LUMO (spin up / spin down) = -0.589 / -0.772 eV
charge = 0

Positions of all 9 atoms, in Å:
N1 -1.91130 0.90255 0.23908
C1 -1.71343 -0.45990 -0.41412
C2 -0.72338 0.73484 -0.00242
C3 0.61388 -1.00377 0.15478
C4 -0.71398 -1.30409 0.14214
C5 0.73726 0.50286 -0.17646
H1 1.05198 1.03221 -1.19979
H2 1.42827 -1.54172 0.56154
H3 1.23070 1.13702 0.69524

Record 4
ORCA calculation (wB97M-V/def2-TZVPD) on a cluster of 2 separate species, C5H3N in total at a distorted geometry.

## Properties
structure (SMILES) = C#CC#N.C#C
relative energy (zero: lowest compared OMol25 entry of this formula, charge and spin) = 58.8 kcal/mol
HOMO = -10.4518 eV
E_LUMO = 0.331 eV
charge = 0

Positions of all 9 atoms, in Å:
N1 -2.32111 -3.35765 -0.72761
C1 -1.38926 0.65744 0.63968
C2 -0.20997 -2.00897 -0.89236
C3 -0.20503 0.96516 0.56199
C4 0.74504 -1.44512 -1.38379
C5 -1.37321 -2.74814 -0.72621
H1 -2.42446 0.69934 0.33366
H2 0.82336 0.88592 0.70288
H3 1.76321 -1.19178 -1.51362

Record 5
ORCA calculation (wB97M-V/def2-TZVPD) on the molecule C5H3N at a distorted geometry.

## Properties
relative energy (zero: lowest compared OMol25 entry of this formula, charge and spin) = 106.1 kcal/mol
HOMO (spin up / spin down) = -8.6914 / -8.6848 eV
E_LUMO (spin up / spin down) = -0.641 / -0.641 eV
charge = 0

Positions of all 9 atoms, in Å:
N1 0.91764 -0.79470 -0.70899
C1 -0.19497 -0.30889 -0.37797
C2 -2.73530 -0.46649 -0.35093
C3 1.11097 1.02326 0.60206
C4 -1.54354 -0.35435 -0.46618
C5 1.83157 0.09157 0.09347
H1 -3.74204 -0.78881 -0.36809
H2 1.54324 1.84904 1.25802
H3 2.81243 -0.25062 0.31861

Record 6
ORCA calculation (wB97M-V/def2-TZVPD) on a structure of composition C5H3N at a distorted geometry.

## Properties
relative energy (zero: lowest compared OMol25 entry of this formula, charge and spin) = 72.9 kcal/mol
HOMO (spin up / spin down) = -7.4588 / -9.3053 eV
spin multiplicity = 3
E_LUMO (spin up / spin down) = -0.101 / -2.368 eV
charge = 0

Positions of all 9 atoms, in Å:
N1 0.85083 -0.05012 1.58542
C1 0.21050 0.69985 -0.87219
C2 -0.21436 -1.28871 -0.24288
C3 -0.32207 -0.79882 1.04364
C4 0.28408 -0.66136 -1.23794
C5 0.20927 0.51631 0.60576
H1 -1.26604 -0.99084 1.63579
H2 0.91948 1.44576 -1.16896
H3 -0.67170 1.12793 -1.34864

Record 7
ORCA calculation (wB97M-V/def2-TZVPD) on the molecule C5H3N at a distorted geometry.

## Properties
relative energy (zero: lowest compared OMol25 entry of this formula, charge and spin) = 32.1 kcal/mol
HOMO (spin up / spin down) = -7.8796 / -9.9066 eV
spin multiplicity = 3
E_LUMO (spin up / spin down) = -0.391 / -1.937 eV
charge = 0

Positions of all 9 atoms, in Å:
N1 -0.02470 -1.18716 0.20627
C1 1.20271 -0.98342 0.31709
C2 -0.30243 1.34313 0.26154
C3 -0.93644 0.01092 0.24224
C4 0.99505 1.16176 0.17701
C5 1.98029 0.12564 0.00436
H1 2.97934 0.28442 -0.46757
H2 -1.16523 0.14332 1.39579
H3 -1.75180 -0.29890 -0.44159

Record 8
ORCA calculation (wB97M-V/def2-TZVPD) on the molecule C5H3NO at a distorted geometry.

## Properties
relative energy (zero: lowest compared OMol25 entry of this formula, charge and spin) = 95.8 kcal/mol
HOMO = -9.2023 eV
E_LUMO = -1.326 eV
charge = 0

Positions of all 10 atoms, in Å:
O1 -1.08029 -0.18468 -0.55876
N1 0.92719 -2.91527 -1.10122
C1 -0.06340 1.64948 0.48849
C2 -1.19293 1.13584 -0.11069
C3 0.54354 -1.89398 -0.70877
C4 0.79549 0.39874 0.48228
C5 0.11380 -0.61709 -0.24570
H1 1.86121 0.37299 0.68373
H2 0.22619 0.46612 1.47590
H3 -2.13081 1.58786 -0.40525

Record 9
ORCA calculation (wB97M-V/def2-TZVPD) on a structure of composition C5H3NO at a distorted geometry.

## Properties
relative energy (zero: lowest compared OMol25 entry of this formula, charge and spin) = 105.1 kcal/mol
HOMO = -9.1924 eV
E_LUMO = -1.314 eV
charge = 0

Positions of all 10 atoms, in Å:
O1 -1.96374 -0.35092 -1.07875
N1 -0.96810 2.80110 -0.10119
C1 -1.06108 0.21821 -0.38385
C2 -0.17739 -0.75484 0.16088
C3 1.21205 -0.50262 0.39299
C4 2.39022 -0.28887 0.53602
C5 -1.02196 1.65395 -0.24421
H1 -1.14836 -1.31133 -0.84308
H2 3.43375 -0.09578 0.65610
H3 -0.69539 -1.36891 0.90509

Record 10
ORCA calculation (wB97M-V/def2-TZVPD) on the molecule C5H3NO at a distorted geometry.

## Properties
structure (SMILES) = C#CCC(=O)C#N
relative energy (zero: lowest compared OMol25 entry of this formula, charge and spin) = 42.8 kcal/mol
HOMO = -10.7324 eV
E_LUMO = -0.676 eV
charge = 0

Positions of all 10 atoms, in Å:
O1 -1.50754 -0.25141 1.40181
N1 -2.10662 2.17902 -0.92214
C1 2.30708 -0.15814 0.66921
C2 -1.12098 0.07450 0.31244
C3 1.25742 -0.41023 0.14015
C4 -0.04584 -0.66967 -0.46700
C5 -1.68016 1.26708 -0.35277
H1 -0.04470 -0.36098 -1.51594
H2 3.22863 0.06747 1.16006
H3 -0.28730 -1.73764 -0.42583

Record 11
ORCA calculation (wB97M-V/def2-TZVPD) on the molecule C5H3NO at a distorted geometry.

## Properties
structure (SMILES) = N#Cc1ccco1
relative energy (zero: lowest compared OMol25 entry of this formula, charge and spin) = 9.8 kcal/mol
HOMO = -9.4498 eV
E_LUMO = 0.545 eV
charge = 0

Positions of all 10 atoms, in Å:
O1 0.35357 0.84488 0.93344
N1 -2.66498 1.94846 -0.45749
C1 0.90065 -1.07262 -0.05572
C2 -0.45263 0.67308 -0.14845
C3 -0.10853 -0.44995 -0.82643
C4 1.18238 -0.22371 0.97129
C5 -1.63497 1.44547 -0.29203
H1 1.04133 -2.12595 -0.15393
H2 -0.52425 -0.83485 -1.74451
H3 1.90744 -0.20482 1.77383

Record 12
ORCA calculation (wB97M-V/def2-TZVPD) on a structure of composition C5H3NO at a distorted geometry.

## Properties
relative energy (zero: lowest compared OMol25 entry of this formula, charge and spin) = 70.3 kcal/mol
HOMO = -9.6979 eV
E_LUMO = -0.866 eV
charge = 0

Positions of all 10 atoms, in Å:
O1 0.37740 0.77277 -2.04704
N1 -0.64528 -2.27285 2.19434
C1 -0.20780 1.45411 -1.23193
C2 0.57761 -1.36446 0.10872
C3 -0.18853 -1.92108 1.18818
C4 0.19364 -0.12845 0.29325
C5 -0.37186 1.04075 0.18295
H1 -0.54106 2.47320 -1.46595
H2 -0.74941 1.66396 0.98290
H3 1.55530 -1.71794 -0.20544